[1]
ORCA calculation (ωB97M-V/def2-TZVPD) on a cluster of 9 separate species, C22H63N2O15 in total in a non-equilibrium geometry.

Structure (ORCA input):
```
! RIJCOSX wB97M-V def2-TZVPD def2/J DEFGRID3
* xyz -1 1
C 1.1188 -0.6163 -0.2690
C -0.4126 -0.8427 -0.5455
O -0.8813 0.0615 -1.5463
H 1.7349 -0.3375 -1.1319
H 1.5580 -1.3578 0.3305
H 1.0603 0.2668 0.3899
H -0.9609 -0.7720 0.3951
H -0.5648 -1.8713 -0.8958
C 2.4888 0.2198 3.1793
C 3.3348 -0.8337 2.6024
O 4.6636 -0.9249 3.2829
O 3.0734 1.4818 2.9611
H 2.3387 0.1069 4.2815
H 1.5195 0.0591 2.6773
H 3.5156 -0.5765 1.5580
H 2.9324 -1.8502 2.6555
H 5.0808 -0.0661 3.1763
H 2.3295 2.0869 3.1052
C -3.8756 -1.2349 -3.3893
C -4.3965 -1.3936 -1.9779
O -3.3974 -1.6099 -0.9937
O -3.0572 -0.1143 -3.5439
H -4.7524 -1.0515 -4.0393
H -3.3973 -2.1606 -3.7906
H -5.0577 -2.2621 -1.9050
H -4.9931 -0.5406 -1.6451
H -2.7335 -0.9210 -1.0439
H -2.3348 -0.1374 -2.8626
C 0.3737 2.6062 -2.9192
C 1.2060 1.6265 -3.7870
O 0.6863 0.3182 -3.8574
O 0.6610 2.3598 -1.5241
H -0.7147 2.4939 -3.0674
H 0.6903 3.6302 -3.1380
H 2.2023 1.6874 -3.2781
H 1.2899 1.9895 -4.7826
H 0.1280 0.1688 -3.0096
H 0.1903 1.5267 -1.3115
C -3.6761 3.5643 0.1364
C -3.2348 2.5901 -0.9384
O -2.1190 1.8626 -0.4615
O -4.0619 2.8579 1.3494
H -4.5652 4.1589 -0.1758
H -2.8426 4.2561 0.3816
H -2.9932 3.1353 -1.8572
H -4.0609 1.9037 -1.2315
H -1.6640 1.0998 -0.9714
H -3.3856 2.1898 1.5472
C 0.8074 3.4425 1.7849
C -0.3598 2.7348 2.4354
O -0.8072 1.6639 1.6885
O 0.2931 4.2011 0.6626
H 1.6089 2.7944 1.4732
H 1.1711 4.1896 2.4903
H -1.1618 3.4875 2.5242
H -0.1039 2.3821 3.4334
H -1.3652 2.0119 0.9497
H 0.4242 3.6760 -0.1309
C 4.4663 2.0416 -0.3978
C 5.2860 1.1028 -1.1686
O 5.3629 -0.1785 -0.5889
O 5.1079 2.2401 0.9058
H 3.4569 1.6842 -0.2458
H 4.4842 2.9644 -0.9455
H 6.2741 1.5594 -1.2780
H 4.8850 0.9964 -2.1895
H 5.4039 -0.0670 0.3653
H 4.4581 2.0809 1.5904
C 3.9041 -1.5991 -3.1753
C 3.0054 -2.7951 -3.5684
C 1.8706 -2.9629 -2.6006
O 1.2025 -4.1652 -2.8697
C -0.0239 -4.2879 -2.1578
N 2.4865 -2.5837 -4.9026
H 4.4379 -1.7295 -2.2308
H 3.3855 -0.6313 -3.2322
H 4.6877 -1.5963 -3.9341
H 3.6661 -3.6476 -3.5859
H 1.1666 -2.1102 -2.7380
H 2.2539 -2.9125 -1.5611
H -0.8966 -3.6398 -2.3823
H 0.1234 -4.0392 -1.0908
H -0.2981 -5.3396 -2.2091
H 1.8866 -3.3856 -5.1530
H 1.8411 -1.7789 -4.8120
C -3.1628 -3.0189 3.2594
C -2.7283 -1.5402 3.4539
C -2.7275 -1.2143 4.9473
O -3.9396 -1.4403 5.5935
C -4.8694 -0.4311 5.5383
N -1.3443 -1.2336 3.0396
H -2.3148 -3.6985 3.5287
H -3.5080 -3.1764 2.2254
H -4.0060 -3.2739 3.9414
H -3.4315 -0.8859 2.8798
H -2.3416 -0.1993 5.1635
H -2.0286 -1.8939 5.4360
H -5.3507 -0.1683 4.5847
H -4.4612 0.4114 6.0899
H -5.7042 -0.7885 6.1432
H -1.1735 -1.7970 2.2377
H -1.3435 -0.2885 2.6636
*
```

- Orbital gap: 9.32 eV
- Highest occupied orbital energy: -6.78 eV

***

[2]
ORCA calculation (ωB97M-V/def2-TZVPD) on a structure of composition C16H13N9O2PRe.

Structure (ORCA input):
```
! RIJCOSX wB97M-V def2-TZVPD def2/J DEFGRID3
* xyz 1 4
Re -1.8011 0.1385 -1.2727
O -2.1255 4.1565 -1.6437
C -1.6598 3.1286 -1.3070
O -2.1115 1.9268 -1.8642
C -0.5546 2.9630 -0.2688
P 0.0163 1.2390 -0.1502
C 1.5991 1.0526 -0.9340
C 1.6872 1.2174 -2.3189
C 2.9212 1.1371 -2.9356
C 4.0580 0.8908 -2.1755
C 3.9698 0.7240 -0.8006
C 2.7385 0.8018 -0.1695
C -0.0378 0.5221 1.4826
C 0.4991 -0.7628 1.6223
C 0.3088 -1.4565 2.8028
C -0.4220 -0.8825 3.8371
C -0.9538 0.3910 3.6995
C -0.7687 1.0981 2.5215
H -0.9282 3.3440 0.6822
H 0.2882 3.5963 -0.5533
H 0.8019 1.3915 -2.9212
H 2.9963 1.2534 -4.0076
H 5.0223 0.8229 -2.6609
H 4.8584 0.5312 -0.2158
H 2.6718 0.6733 0.9034
H 1.0610 -1.2195 0.8137
H 0.7288 -2.4467 2.9161
H -0.5768 -1.4325 4.7554
H -1.5230 0.8338 4.5047
H -1.2062 2.0827 2.4328
N -1.8619 -3.2380 -0.3432
C -1.0146 -2.8504 -1.3431
N -0.1856 -3.6238 -1.9875
N 0.4681 -2.7916 -2.8465
N 0.0656 -1.5969 -2.7524
N -0.9266 -1.5675 -1.7934
C -2.6483 -2.3549 0.3348
N -3.3864 -2.5950 1.3811
N -3.9264 -1.3871 1.7149
N -3.5496 -0.4636 0.9425
N -2.7193 -1.0360 -0.0062
H -1.8725 -4.2113 -0.0756
*
```

- ⟨S²⟩: 3.7718
- Orbital gap (spin up / spin down): 7.31 / 6.65 eV
- Highest occupied orbital energy (spin up / spin down): -12.65 / -12.71 eV
- Relative energy (zero: lowest compared OMol25 entry of this formula, charge and spin): 0.0 kcal per mole

***

[3]
ORCA calculation (ωB97M-V/def2-TZVPD) on the molecule C25H27FN4O2.

Structure (ORCA input):
```
! RIJCOSX wB97M-V def2-TZVPD def2/J DEFGRID3
* xyz 0 1
C -6.4803 -1.1622 -0.8663
C -5.2022 -0.4751 -0.4022
C -4.0596 -1.4253 -0.0003
C -3.5486 -2.2382 -1.1933
C -4.4746 -2.3587 1.1353
N -2.9563 -0.6078 0.5202
C -2.2880 0.3288 -0.1691
O -2.5641 0.7041 -1.2918
C -1.0464 0.8112 0.6134
C -0.5892 2.2333 0.4140
C -0.8616 2.9731 -0.7306
C -0.3771 4.2628 -0.8665
C 0.3907 4.8005 0.1484
F 0.8736 6.0532 0.0166
C 0.6751 4.0901 1.3010
C 0.1774 2.8072 1.4261
N 0.0235 -0.1379 0.2760
C 0.6878 -0.0188 -1.0104
C 2.1900 -0.0510 -0.9019
C 2.8408 0.7340 0.0414
C 4.2174 0.6897 0.1573
C 4.9593 -0.1341 -0.6724
C 4.3188 -0.9057 -1.6262
C 2.9404 -0.8635 -1.7410
C 0.1607 -1.2203 1.0661
O -0.5643 -1.4447 2.0238
C 1.2613 -2.1686 0.6933
C 1.0477 -3.2023 -0.2183
N 2.0116 -4.0455 -0.5427
C 3.1826 -3.8889 0.0540
C 3.3792 -2.8994 1.0092
N 2.4238 -2.0420 1.3225
H -6.9138 -1.7706 -0.0769
H -6.2969 -1.7911 -1.7330
H -7.2111 -0.4079 -1.1484
H -4.8341 0.1714 -1.1991
H -5.4292 0.1575 0.4596
H -2.6915 -2.8372 -0.8899
H -4.3203 -2.9065 -1.5620
H -3.2460 -1.5694 -1.9946
H -3.6137 -2.9217 1.4914
H -4.8859 -1.7894 1.9658
H -5.2228 -3.0663 0.7919
H -2.5417 -0.9359 1.3839
H -1.2358 0.6635 1.6833
H -1.4746 2.5468 -1.5089
H -0.5869 4.8468 -1.7484
H 1.2715 4.5413 2.0781
H 0.3859 2.2415 2.3231
H 0.3765 0.9352 -1.4434
H 0.3450 -0.8150 -1.6829
H 2.2616 1.3739 0.6898
H 4.7127 1.2978 0.8991
H 6.0341 -0.1739 -0.5774
H 4.8907 -1.5478 -2.2797
H 2.4436 -1.4746 -2.4818
H 0.0911 -3.3553 -0.6999
H 3.9640 -4.5773 -0.2346
H 4.3153 -2.7816 1.5358
*
```

- Orbital gap: 9.52 eV
- Highest occupied orbital energy: -9.12 eV
- Relative energy (zero: lowest compared OMol25 entry of this formula, charge and spin): 0.0 kcal per mole

***

[4]
ORCA calculation (ωB97M-V/def2-TZVPD) on a cluster of 2 separate species, C10H19P in total in a non-equilibrium geometry.

Structure (ORCA input):
```
! RIJCOSX wB97M-V def2-TZVPD def2/J DEFGRID3
* xyz 0 1
C 3.2215 1.1682 -0.3506
C 2.3404 1.7682 -1.4742
P 0.4254 1.8935 -1.1110
C -0.1787 0.1844 -0.6309
C -1.4427 0.3647 0.2706
C -1.6595 -0.9463 1.0217
C -1.9790 -2.1109 0.1097
C -0.8774 -2.1890 -0.9336
C -0.5314 -0.8481 -1.6601
H 2.6471 0.3475 0.1871
H 4.2110 0.8491 -0.8638
H 3.4081 1.9209 0.3469
H 2.1875 1.1441 -2.3175
H 2.6454 2.7501 -1.7737
H 0.0351 1.8221 -2.4290
H 0.5690 -0.3081 0.0603
H -2.2786 0.6791 -0.2584
H -1.1832 1.1793 0.9270
H -2.4447 -0.7670 1.6942
H -0.9079 -1.3420 1.7668
H -1.9228 -3.1257 0.6031
H -3.0450 -1.9633 -0.3418
H 0.0120 -2.6508 -0.5655
H -1.1209 -2.9786 -1.6812
H 0.1701 -1.1154 -2.4440
H -1.4399 -0.6658 -2.2452
C -0.2658 1.8204 3.6100
C -0.0908 0.6589 3.4368
H -0.5754 2.8203 3.8192
H 0.0711 -0.3601 3.2271
*
```

- Orbital gap: 9.28 eV
- Highest occupied orbital energy: -8.30 eV
- Relative energy (zero: lowest compared OMol25 entry of this formula, charge and spin): 42.4 kcal per mole

***

E_tot (hartree)
-2114.083919 -1680.111811 -1438.268272 -733.634112